Record 1
Entry from the Open Molecules 2025 dataset: 3 unconnected molecules or ions with the total composition CF3N2O2S (ωB97M-V/def2-TZVPD).

Properties
**Lowest unoccupied orbital energy**: -8.929 eV
**HOMO level**: -16.7793 eV
**Charge**: +1
**Frontier orbital gap**: 7.85 eV

Structure (XYZ):
```
9
Properties=species:S:1:pos:R:3:forces:R:3:mulliken_charge:R:1
O -0.191 1.912 -1.138 -1.43 -0.69 0.58 -0.274
N 5.190 0.243 0.852 0.01 0.00 0.00 -0.005
O 0.813 -0.065 -0.085 -3.62 1.11 -0.27 -0.286
N 4.774 1.143 0.401 -0.02 0.00 0.00 0.010
S -0.413 0.696 -0.418 4.92 -0.65 -0.21 0.757
F -3.338 -0.381 -0.627 1.77 -0.03 1.19 -0.003
F -1.883 -1.941 -0.456 -0.11 2.27 2.12 0.000
F -2.551 -0.722 1.365 1.27 -0.50 -1.99 0.005
C -2.400 -0.886 0.106 -2.79 -1.51 -1.41 0.797
```
Forces are in eV/Å.



Record 2
Entry from the Open Molecules 2025 dataset: a molecular structure, C19H22BMnN8S2 (ωB97M-V/def2-TZVPD).

Properties
**Lowest unoccupied orbital energy (spin up / spin down)**: 2.595 / 1.042 eV
**HOMO level (spin up / spin down)**: -4.2453 / -4.6746 eV
**2S+1**: 6
**Charge**: -1
**Frontier orbital gap (spin up / spin down)**: 6.84 / 5.72 eV

Structure (XYZ):
```
53
Properties=species:S:1:pos:R:3:forces:R:3:mulliken_charge:R:1
H -3.970 -0.497 -3.326 0.01 0.02 0.00 0.374
H -2.647 -1.353 -4.120 0.01 0.00 0.02 0.318
C -1.620 -1.583 -0.149 -0.06 -0.07 0.09 0.986
B 0.596 -1.064 0.977 0.12 -0.06 0.24 -0.406
H 2.353 -1.354 3.678 0.00 0.00 0.01 0.146
S -1.365 3.340 -1.033 0.26 -0.03 -0.02 -0.304
H 3.936 -3.695 0.354 0.00 0.01 -0.01 0.352
C 3.424 -1.667 -1.441 -0.01 0.01 0.01 -1.106
C -1.863 -2.794 0.721 0.00 -0.05 -0.01 -1.524
H -1.025 -3.490 0.644 0.00 0.00 0.00 0.218
C 2.771 -2.031 -0.275 -0.02 -0.01 0.10 0.832
H 3.172 -0.356 -3.998 0.01 -0.01 0.02 0.365
Mn -0.217 0.969 -0.709 -0.09 -0.03 0.21 -0.152
C 1.351 0.437 3.057 -0.03 -0.07 0.00 0.641
S -2.636 1.316 1.351 0.14 -0.06 0.19 -0.186
N 1.730 -0.260 -1.087 -0.01 0.12 -0.01 -0.302
N -1.165 0.453 -2.188 -0.18 -0.14 -0.14 -0.589
H -1.946 -2.499 1.768 0.00 0.02 0.00 0.257
C -2.104 -0.427 -2.253 0.05 0.16 -0.15 1.133
C 3.044 -3.154 0.669 0.05 -0.04 0.01 -1.190
C 1.191 3.807 1.590 -0.04 0.03 0.05 -1.282
H 4.276 -2.152 -1.889 0.00 -0.01 0.00 0.440
C -2.428 -1.396 -1.257 0.07 0.00 0.02 -1.288
H 3.818 0.947 -3.003 -0.01 0.00 0.01 0.236
H 1.866 -0.275 4.991 0.00 0.00 0.00 0.372
N 0.813 1.406 1.145 0.01 0.01 0.18 0.026
H 2.143 4.074 1.127 0.00 0.00 -0.02 0.211
N -6.007 1.346 -0.141 0.00 0.01 0.03 -0.515
C 1.569 -0.679 4.024 0.03 0.01 0.03 -1.253
C 1.173 2.369 1.990 -0.02 -0.01 -0.07 0.339
H 2.087 0.881 -3.365 -0.01 0.00 0.04 0.259
N 0.924 0.227 1.809 -0.01 0.08 -0.15 1.034
N -4.660 4.053 -2.447 0.04 0.01 -0.03 -0.521
H 1.052 4.445 2.463 0.03 -0.02 0.01 0.372
H 2.211 -3.858 0.706 -0.01 0.02 -0.01 0.221
C -2.901 -0.460 -3.544 -0.06 -0.07 0.02 -1.487
H 0.665 -1.273 4.159 -0.02 0.01 -0.02 0.241
H -2.772 -3.315 0.424 0.00 0.02 -0.01 0.440
N 1.761 -1.170 -0.085 -0.09 0.05 -0.14 0.911
C -4.901 1.642 -0.036 0.21 -0.02 0.05 -0.055
H -2.683 0.423 -4.141 0.00 0.01 0.00 0.355
C 2.965 0.278 -3.134 0.02 0.03 -0.08 -1.386
H 0.628 -2.028 1.704 -0.06 0.01 -0.05 -0.182
H 3.206 -2.789 1.684 0.00 0.00 0.00 0.142
C -2.976 2.904 -0.841 -0.31 0.04 -0.16 0.537
H 0.389 4.021 0.887 0.01 -0.01 -0.02 0.141
C -3.498 1.989 0.110 -0.29 0.13 -0.36 0.502
C 1.521 1.803 3.221 0.03 -0.02 0.01 -1.119
C 2.723 -0.545 -1.913 0.04 0.00 -0.02 0.382
H 1.841 2.316 4.113 0.00 0.01 0.00 0.440
C -3.914 3.536 -1.739 0.10 -0.09 0.21 -0.084
N -0.648 -0.749 0.184 0.13 -0.03 -0.09 0.442
H -3.256 -2.068 -1.438 -0.01 0.00 -0.01 0.267
```
Forces are in eV/Å.



Record 3
Entry from the Open Molecules 2025 dataset: a single C4H10N2S molecule (ωB97M-V/def2-TZVPD).

Properties
**Structure (SMILES)**: CNN(C)C(C)=S
**Lowest unoccupied orbital energy**: 0.722 eV
**HOMO level**: -7.9838 eV
**Charge**: 0
**Frontier orbital gap**: 8.71 eV

Structure (XYZ):
```
17
Properties=species:S:1:pos:R:3:forces:R:3:mulliken_charge:R:1
C 0.678 0.388 -0.119 0.36 1.06 0.61 0.417
C -0.349 -1.781 -0.300 -0.03 -0.02 0.92 -1.147
H -1.344 -2.223 -0.369 0.05 0.20 -0.36 0.381
H -3.427 0.594 0.491 0.50 -0.38 0.36 0.364
H -0.076 2.310 0.616 -0.20 -0.54 -0.25 0.232
H 0.076 -2.111 0.653 0.08 -0.11 -0.17 0.367
H 0.332 -2.085 -1.086 -0.06 -0.26 -0.19 0.377
H -2.553 -0.878 1.124 0.06 0.54 -0.46 0.285
N -0.431 -0.326 -0.281 0.84 -1.37 -0.77 0.222
H -0.125 2.062 -1.124 -0.27 0.34 -0.44 0.316
H -1.989 0.763 1.546 -0.12 -0.22 -0.43 0.226
H 1.384 2.458 -0.247 0.00 -0.64 -0.30 0.347
C -2.431 0.161 0.731 -1.09 0.42 0.33 -0.767
H -2.135 -0.046 -1.328 0.87 0.25 1.21 0.257
N -1.628 0.299 -0.473 -1.75 -0.11 -0.63 -0.447
C 0.457 1.871 -0.245 0.67 0.80 0.76 -1.064
S 2.134 -0.280 0.287 0.08 0.01 -0.18 -0.366
```
Forces are in eV/Å.



Record 4
Entry from the Open Molecules 2025 dataset: a single C2HN3O2S molecule (ωB97M-V/def2-TZVPD).

Properties
**Structure (SMILES)**: [O-][N+](=S)c1ncon1
**Lowest unoccupied orbital energy**: -1.600 eV
**HOMO level**: -9.5421 eV
**Charge**: 0
**Frontier orbital gap**: 7.94 eV

Structure (XYZ):
```
9
Properties=species:S:1:pos:R:3:forces:R:3:mulliken_charge:R:1
N -0.947 -0.531 1.377 -3.22 -2.06 -2.64 0.413
C 1.247 0.622 -1.027 -3.17 -0.73 0.63 -0.003
O -1.991 -1.216 1.261 0.64 0.52 -0.19 -0.476
C -0.393 -0.207 0.017 1.53 2.18 -0.57 0.335
N -0.758 -0.229 -1.333 -3.12 -2.42 6.06 -0.185
O 0.247 0.238 -1.907 4.65 2.10 -3.00 -0.081
N 0.801 0.429 0.161 0.95 -0.68 -0.05 -0.368
S -0.352 -0.164 2.799 1.00 0.71 0.44 -0.051
H 2.146 1.057 -1.349 0.75 0.37 -0.68 0.415
```
Forces are in eV/Å.



ΔE to the lowest compared entry with this formula, charge and spin values (in kJ/mol) by entry order: 19.27 297.20 115.96 453.56.
Electronic energy values (in a.u.) by entry order: -995.49159 -3147.66140 -666.05879 -789.55920.
Largest force on an atom values (in hartree/bohr) by entry order: 0.0966 0.0094 0.0362 0.1407.